Record 1
The following is a DFT calculation (ωB97M-V/def2-TZVPD) of a 5-piece molecular cluster, C26H20F32NO6 overall at a distorted geometry.

XYZ file:
```
85
Properties=species:S:1:pos:R:3:mulliken_charge:R:1
O -7.20 -0.12 -8.97 -0.68
C -6.02 -0.01 -8.65 0.19
O -5.18 -0.97 -8.52 -0.72
C -5.39 1.42 -8.41 0.48
C -5.30 1.92 -7.05 -0.18
C -4.74 3.20 -6.65 -0.27
C -4.23 3.96 -7.81 -0.45
C -4.36 3.33 -9.10 -0.08
N -4.91 2.15 -9.44 -0.60
H -5.69 1.26 -6.24 0.32
H -4.68 3.55 -5.61 0.37
H -3.76 4.96 -7.68 0.33
H -3.93 3.92 -9.95 0.30
C -1.29 0.19 -4.22 -0.89
C -1.79 1.14 -5.32 1.07
C -0.71 1.89 -6.10 -0.02
F 0.02 2.71 -5.30 -0.24
F -1.28 2.68 -7.04 -0.22
F -2.69 1.99 -4.79 -0.28
F -2.47 0.37 -6.21 -0.34
O -1.32 0.68 -2.87 -0.22
C -0.22 1.43 -2.44 0.69
C -0.59 2.87 -2.07 0.30
F -1.13 3.52 -3.12 -0.24
F 0.51 3.56 -1.69 -0.29
F 0.76 1.37 -3.37 -0.28
F 0.27 0.80 -1.35 -0.25
H -1.98 -0.65 -4.21 0.46
H -0.32 -0.26 -4.46 0.33
H -0.03 1.20 -6.60 0.28
H -1.32 2.88 -1.25 0.16
C -1.92 -2.20 2.98 -1.31
C -1.19 -1.14 3.83 1.38
C -2.06 -0.08 4.49 -0.06
F -2.72 0.68 3.60 -0.21
F -1.27 0.77 5.21 -0.28
F -0.22 -0.57 3.08 -0.23
F -0.54 -1.82 4.82 -0.33
O -1.93 -1.99 1.57 -0.30
C -2.92 -1.17 1.03 0.67
C -2.34 0.07 0.35 0.54
F -1.65 0.83 1.23 -0.22
F -3.33 0.86 -0.14 -0.29
F -3.84 -0.87 1.97 -0.29
F -3.56 -1.92 0.10 -0.29
H -1.36 -3.12 3.10 0.51
H -2.92 -2.42 3.36 0.34
H -2.78 -0.52 5.17 0.28
H -1.67 -0.20 -0.46 0.03
C 2.95 -0.65 6.24 -0.79
C 1.97 0.00 7.23 0.86
C 1.22 1.23 6.72 0.44
F 2.06 2.25 6.43 -0.23
F 0.38 1.70 7.68 -0.31
F 2.61 0.27 8.39 -0.30
F 1.03 -0.95 7.53 -0.30
O 4.33 -0.32 6.40 -0.40
C 4.81 0.84 5.78 0.81
C 5.32 1.86 6.79 0.16
F 4.35 2.25 7.64 -0.22
F 5.76 2.98 6.15 -0.26
F 3.87 1.34 4.96 -0.26
F 5.83 0.45 4.98 -0.29
H 2.91 -1.72 6.44 0.45
H 2.63 -0.54 5.20 0.36
H 0.62 1.00 5.84 0.06
H 6.15 1.45 7.38 0.23
C 4.18 -3.00 1.94 -0.94
C 2.67 -2.91 2.23 1.07
C 1.83 -4.10 1.79 -0.01
F 1.87 -4.29 0.46 -0.22
F 0.52 -3.89 2.11 -0.16
F 2.20 -1.76 1.71 -0.21
F 2.54 -2.80 3.59 -0.34
O 4.66 -2.32 0.79 -0.41
C 4.60 -2.99 -0.44 0.72
C 3.68 -2.28 -1.44 0.24
F 2.42 -2.20 -0.97 -0.22
F 3.64 -2.96 -2.60 -0.27
F 4.26 -4.28 -0.25 -0.28
F 5.86 -3.00 -0.92 -0.31
H 4.68 -2.50 2.77 0.45
H 4.55 -4.03 1.99 0.37
H 2.15 -5.02 2.28 0.23
H 4.04 -1.26 -1.64 0.27
```

Values from the calculation:
- Charge: -1
- Highest occupied orbital energy: -4.150 eV
- Orbital gap: 0.2006 hartree



Record 2
The following is a DFT calculation (ωB97M-V/def2-TZVPD) of a 7-piece molecular cluster, C28H53BN2O23 overall at a distorted geometry.

XYZ file:
```
107
Properties=species:S:1:pos:R:3:mulliken_charge:R:1
N -1.23 1.97 7.84 -0.47
C -2.17 1.13 7.55 0.50
O -3.24 0.20 7.14 -0.28
C -2.79 -0.66 6.00 0.38
O -4.10 -0.86 5.30 -0.32
C -3.94 0.08 4.15 0.59
O -4.76 1.04 3.70 -0.50
O -2.57 -0.31 3.68 -0.38
C -1.77 0.01 4.90 -0.23
B -0.32 -0.70 4.57 0.46
N 0.74 0.21 3.91 -0.62
O 0.03 -2.13 4.81 -0.57
H -2.43 -1.62 6.61 0.24
H -1.67 1.17 4.81 0.36
H 0.28 0.49 2.99 0.24
H 0.66 1.11 4.48 0.31
H -0.82 -2.68 4.69 0.31
C 5.01 0.53 -1.07 -1.26
C 4.75 1.54 0.03 -0.13
O 3.73 2.47 -0.36 -0.19
C 2.46 2.02 -0.26 0.60
O 2.11 0.91 0.13 -0.60
O 1.63 3.00 -0.71 -0.22
C 0.26 2.62 -0.75 -0.61
H 5.23 1.03 -2.01 0.30
H 5.85 -0.12 -0.81 0.39
H 4.13 -0.10 -1.24 0.31
H 5.66 2.12 0.21 0.29
H 4.49 1.05 0.98 0.36
H -0.08 2.23 0.22 0.21
H 0.09 1.89 -1.54 0.29
H -0.33 3.52 -0.97 0.23
C -5.61 -3.69 3.16 -1.32
C -4.14 -4.05 3.08 0.57
O -3.78 -4.95 4.13 -0.29
C -4.13 -6.25 3.94 0.72
O -4.70 -6.70 2.96 -0.54
O -3.76 -6.96 5.03 -0.34
C -4.15 -8.33 5.00 -0.64
H -5.86 -3.31 4.16 0.29
H -5.86 -2.92 2.42 0.39
H -6.25 -4.56 2.99 0.40
H -3.53 -3.15 3.22 0.09
H -3.88 -4.47 2.10 -0.15
H -3.81 -8.81 4.08 0.29
H -5.23 -8.41 5.10 0.29
H -3.68 -8.84 5.84 0.23
C 3.61 5.39 -1.50 -1.01
C 4.93 5.51 -0.77 0.20
O 6.00 5.74 -1.70 -0.36
C 6.12 7.01 -2.16 0.72
O 5.41 7.95 -1.85 -0.56
O 7.14 7.04 -3.05 -0.34
C 7.32 8.30 -3.68 -0.63
H 3.67 4.62 -2.28 0.25
H 2.81 5.12 -0.81 0.18
H 3.33 6.32 -1.99 0.48
H 5.15 4.57 -0.25 0.00
H 4.90 6.30 -0.01 0.29
H 7.40 9.11 -2.94 0.29
H 6.49 8.49 -4.37 0.29
H 8.25 8.27 -4.26 0.23
C -4.92 -2.87 -4.12 -0.92
C -3.41 -3.01 -4.08 -0.17
O -2.95 -3.22 -2.74 -0.31
C -3.10 -4.48 -2.27 0.69
O -3.57 -5.43 -2.87 -0.57
O -2.65 -4.50 -0.98 -0.30
C -2.83 -5.76 -0.33 -0.68
H -5.25 -2.09 -3.42 0.34
H -5.26 -2.61 -5.12 0.17
H -5.42 -3.79 -3.81 0.29
H -2.95 -2.08 -4.44 0.30
H -3.07 -3.81 -4.75 0.28
H -2.40 -6.58 -0.91 0.39
H -3.90 -5.93 -0.14 0.32
H -2.32 -5.71 0.63 0.16
C 7.87 1.31 6.06 -1.09
C 6.38 1.55 6.23 -0.15
O 6.07 2.94 6.11 -0.37
C 6.01 3.42 4.84 0.75
O 6.19 2.77 3.82 -0.56
O 5.75 4.75 4.90 -0.34
C 5.76 5.39 3.63 -0.54
H 8.44 1.94 6.74 0.29
H 8.12 0.26 6.25 0.36
H 8.20 1.56 5.05 0.30
H 6.08 1.25 7.24 0.29
H 5.79 0.95 5.53 0.29
H 5.09 4.89 2.92 0.17
H 6.78 5.44 3.23 0.30
H 5.39 6.42 3.77 0.29
C -5.05 0.53 -10.83 -1.09
C -3.87 0.09 -9.98 -0.18
O -4.32 -0.61 -8.81 -0.34
C -4.67 -1.91 -9.01 0.71
O -4.63 -2.51 -10.08 -0.56
O -5.11 -2.41 -7.83 -0.28
C -5.60 -3.75 -7.92 -0.66
H -5.77 1.10 -10.23 0.29
H -4.71 1.16 -11.66 0.36
H -5.59 -0.33 -11.23 0.31
H -3.33 0.98 -9.62 0.29
H -3.16 -0.51 -10.55 0.31
H -4.87 -4.41 -8.40 0.32
H -6.54 -3.76 -8.47 0.31
H -5.78 -4.11 -6.90 0.21
```

Values from the calculation:
- SMILES: N#CO[C@H]1OC(=O)O[C@@H]1B(N)O.CCOC(=O)OC.CCOC(=O)OC.CCOC(=O)OC.CCOC(=O)OC.CCOC(=O)OC.CCOC(=O)OC
- Highest occupied orbital energy: -10.635 eV
- Orbital gap: 0.3731 hartree



Record 3
The following is a DFT calculation (ωB97M-V/def2-TZVPD) of C19H35BaN4O as an isolated structure at a distorted geometry.

XYZ file:
```
60
Properties=species:S:1:pos:R:3:mulliken_charge:R:1
Ba -1.26 0.34 -1.36 1.77
C 0.89 3.67 1.78 -1.43
C -0.07 2.48 1.74 0.42
C -1.13 2.64 2.87 -0.77
O -0.62 2.29 0.49 -0.81
H 1.36 3.67 2.76 0.47
H 0.32 4.60 1.78 0.32
H 1.61 3.72 0.97 0.21
H 0.55 1.63 2.02 0.13
H -1.95 3.30 2.59 0.37
H -0.73 3.02 3.81 0.37
H -1.45 1.62 3.08 -0.22
C 3.74 -1.95 -3.45 -1.18
C 3.22 -3.22 -2.73 -0.17
C 1.79 -3.65 -3.15 -0.41
C 0.72 -2.67 -2.75 0.09
N -0.13 -1.90 -2.43 -0.47
H 3.86 -2.17 -4.51 0.32
H 4.74 -1.70 -3.09 0.36
H 3.08 -1.09 -3.30 0.31
H 3.26 -3.09 -1.65 0.13
H 3.83 -4.07 -3.05 0.30
H 1.46 -4.56 -2.65 0.31
H 1.57 -3.78 -4.21 0.41
C 2.01 -4.01 0.75 -1.12
C 0.72 -4.81 0.34 -0.15
C -0.56 -4.33 1.07 -0.48
C -0.89 -2.89 0.87 0.02
N -1.16 -1.75 0.72 -0.30
H 1.95 -2.98 0.41 0.25
H 2.86 -4.50 0.29 0.33
H 2.11 -3.87 1.83 0.42
H 0.82 -5.81 0.76 0.34
H 0.64 -4.88 -0.75 0.01
H -0.58 -4.53 2.14 0.36
H -1.41 -4.89 0.68 0.36
C 1.82 4.57 -3.68 -1.25
C 1.52 4.98 -2.25 -0.26
C 0.00 4.97 -1.90 -0.10
C -0.77 3.79 -2.41 0.42
N -1.36 2.89 -2.81 -0.68
H 1.59 3.55 -3.99 0.29
H 2.87 4.69 -3.96 0.40
H 1.22 5.22 -4.31 0.31
H 1.94 5.95 -1.98 0.37
H 2.04 4.28 -1.60 0.13
H -0.51 5.86 -2.28 0.37
H -0.09 5.03 -0.81 0.07
C -3.79 -1.83 3.59 -0.98
C -3.50 -0.36 3.87 -0.42
C -4.01 0.63 2.81 -0.52
C -3.81 0.36 1.40 0.38
N -3.74 0.10 0.27 -0.59
H -3.17 -2.16 2.75 0.06
H -4.82 -1.92 3.26 0.31
H -3.55 -2.40 4.48 0.40
H -2.45 -0.18 4.08 0.25
H -3.88 -0.09 4.86 0.42
H -3.65 1.65 2.99 0.34
H -5.08 0.53 2.98 0.40
```

Values from the calculation:
- Charge: +1
- Energy above the lowest of the compared OMol25 structures with the same formula, charge and spin: 1.1371 eV
- Highest occupied orbital energy: -9.746 eV
- Orbital gap: 0.2688 hartree



Record 4
The following is a DFT calculation (ωB97M-V/def2-TZVPD) of a 2-piece molecular cluster, C3F5IN4 overall at a distorted geometry.

XYZ file:
```
13
Properties=species:S:1:pos:R:3:mulliken_charge:R:1
C -2.95 0.11 -0.40 0.30
C 1.88 0.76 0.25 0.41
C 2.14 -0.68 0.66 0.78
N -2.62 0.05 -1.70 -0.26
N -1.80 0.30 0.31 -0.44
N -1.31 0.19 -1.76 -0.38
N -0.83 0.26 -0.52 0.44
F 2.22 1.20 -0.97 -0.22
F 1.69 1.62 1.27 -0.22
F 1.00 -1.42 0.49 -0.24
F 2.40 -0.93 2.00 -0.25
F 3.02 -1.33 -0.04 -0.22
I -4.85 -0.13 0.41 0.30
```

Values from the calculation:
- Highest occupied orbital energy (alpha / beta): -10.891 / -9.012 eV
- Orbital gap (alpha / beta): 0.3767 / 0.1681 hartree



Record 5
The following is a DFT calculation (ωB97M-V/def2-TZVPD) of a single C4H6N2O molecule.

XYZ file:
```
13
Properties=species:S:1:pos:R:3:mulliken_charge:R:1
C 2.08 -0.25 0.15 -1.04
C 0.77 0.22 -0.37 0.38
N 0.16 -0.37 -1.38 -0.59
C -1.19 -0.30 -1.10 -0.42
C -1.38 0.33 0.10 0.46
O -2.44 0.54 0.91 -0.53
N -0.14 0.72 0.53 -0.07
H 2.72 -0.61 -0.66 0.32
H 1.81 -1.11 0.76 0.25
H 2.61 0.46 0.79 0.33
H -1.92 -0.77 -1.75 0.40
H -3.13 -0.08 0.66 0.33
H 0.06 1.22 1.38 0.19
```

Values from the calculation:
- SMILES: Cc1ncc(O)[nH]1
- Energy above the lowest of the compared OMol25 structures with the same formula, charge and spin: 1.0001 eV
- Highest occupied orbital energy: -7.977 eV
- Orbital gap: 0.3178 hartree



Record 6
The following is a DFT calculation (ωB97M-V/def2-TZVPD) of C15H7BF6N2O11S2Ti as an isolated structure at a distorted geometry.

XYZ file:
```
45
Properties=species:S:1:pos:R:3:mulliken_charge:R:1
Ti 0.52 0.93 -0.35 -0.22
O 1.96 6.46 1.57 -0.55
C 1.61 5.21 1.11 0.94
C 0.26 4.80 1.06 -0.47
C -0.02 3.52 0.64 -0.46
N 0.99 2.62 0.46 0.25
C 2.22 3.14 0.11 -0.14
C 2.56 4.42 0.48 -0.64
C 2.82 2.32 -0.99 0.71
O 3.94 2.50 -1.44 -0.75
O 1.93 1.46 -1.45 -0.70
C -1.25 3.11 -0.15 0.90
O -2.27 3.77 -0.14 -0.74
O -0.96 2.11 -0.92 -0.54
H 1.15 6.89 1.87 0.28
H -0.55 5.50 1.23 0.36
H 3.53 4.83 0.22 0.47
O 2.32 -0.96 -0.46 -0.30
B 1.83 -0.41 0.76 0.38
O 1.56 -1.51 1.61 -0.49
C 1.85 -2.65 0.93 1.06
C 1.76 -3.96 1.34 -1.00
C 2.12 -4.94 0.42 -0.40
C 2.54 -4.61 -0.86 -0.52
C 2.63 -3.28 -1.27 -0.72
C 2.28 -2.31 -0.35 0.49
H 1.40 -4.21 2.33 0.44
H 2.04 -5.98 0.70 0.35
H 2.79 -5.40 -1.56 0.35
H 2.95 -3.01 -2.27 0.45
F -0.88 -3.58 -1.53 -0.22
C -1.75 -3.18 -0.59 0.45
F -1.43 -3.80 0.55 -0.25
F -2.96 -3.63 -0.95 -0.23
S -1.34 -0.80 -0.09 1.07
O -0.36 -0.63 -1.24 -0.47
O -0.76 0.19 0.94 -0.57
N -2.73 -0.15 -0.64 -0.08
S -3.88 -0.29 0.40 0.92
O -3.69 -1.40 1.31 -0.65
O -4.44 0.90 0.95 -0.64
C -5.28 -0.88 -0.73 0.64
F -4.85 -1.55 -1.80 -0.24
F -6.03 0.15 -1.17 -0.25
F -6.11 -1.70 -0.05 -0.27
```

Values from the calculation:
- Charge: -2
- Multiplicity: 3
- Highest occupied orbital energy (alpha / beta): -0.615 / -2.887 eV
- Orbital gap (alpha / beta): 0.1850 / 0.2682 hartree



Record 7
The following is a DFT calculation (ωB97M-V/def2-TZVPD) of a 2-piece molecular cluster, C13H18Si overall at a distorted geometry.

XYZ file:
```
32
Properties=species:S:1:pos:R:3:mulliken_charge:R:1
C 3.66 1.43 -0.06 -0.49
C 3.06 0.94 1.11 -0.47
C 3.17 1.03 -1.28 -0.45
C 1.99 0.06 0.99 -0.02
C 2.12 0.18 -1.37 -0.45
C 1.47 -0.35 -0.23 0.90
C -0.34 -2.17 0.30 0.05
C -1.32 -2.46 1.33 -0.89
C -0.19 -2.29 -1.21 -0.67
C 0.50 -1.37 -0.33 -0.16
C -2.05 1.62 -1.68 -0.91
C -0.90 1.83 1.29 -0.82
C -2.96 -0.42 0.72 -0.89
Si -2.06 0.90 0.08 0.16
H 4.49 2.11 -0.04 0.38
H 3.41 1.11 2.18 0.30
H 3.39 1.33 -2.28 0.35
H 1.68 -0.42 1.94 0.37
H 1.83 -0.03 -2.42 0.31
H -1.01 -2.56 2.32 0.46
H -1.75 -3.47 1.14 0.36
H 0.08 -3.19 -1.79 0.26
H -1.08 -1.88 -1.85 0.03
H -1.96 2.65 -1.86 0.40
H -1.29 0.99 -2.19 0.27
H -3.19 1.42 -2.04 0.26
H -0.71 1.30 2.25 0.29
H 0.04 1.95 0.80 0.21
H -1.25 2.91 1.42 0.36
H -3.13 -0.66 1.76 0.47
H -3.60 -0.80 -0.06 0.27
H -2.09 -1.67 1.05 -0.23
```

Values from the calculation:
- SMILES: CC1=C(c2ccccc2)C1.C=[Si](C)C
- Energy above the lowest of the compared OMol25 structures with the same formula, charge and spin: 5.2867 eV
- Highest occupied orbital energy: -7.539 eV
- Orbital gap: 0.3020 hartree



Record 8
The following is a DFT calculation (ωB97M-V/def2-TZVPD) of a 2-piece molecular cluster, C3H10N2O overall at a distorted geometry.

XYZ file:
```
16
Properties=species:S:1:pos:R:3:mulliken_charge:R:1
C 0.58 1.87 0.61 -1.09
C 0.52 0.37 0.92 -0.43
N -2.32 -1.50 -0.31 -0.35
C -1.40 -0.87 0.46 0.03
N -0.39 -0.27 0.01 -0.47
H -0.34 2.31 0.97 0.30
H 1.41 2.40 1.05 0.34
H 0.59 1.94 -0.47 0.30
H 1.52 -0.04 0.76 0.27
H 0.28 0.08 1.95 0.44
H -2.37 -1.27 -1.28 0.22
H -2.97 -2.14 0.11 0.21
H -1.53 -0.92 1.55 0.24
H 1.73 -0.07 -1.75 0.33
H 2.20 -1.35 -2.48 0.32
O 2.51 -0.52 -2.10 -0.66
```

Values from the calculation:
- SMILES: CC/N=C/N.O
- Energy above the lowest of the compared OMol25 structures with the same formula, charge and spin: 0.8715 eV
- Highest occupied orbital energy: -9.079 eV
- Orbital gap: 0.3700 hartree